12
Properties=species:S:1:pos:R:3:lowdin_charge:R:1 method="wB97M-V/def2-TZVPD" e_homo_ha=-0.34462 e_tot_ha=-683.50490 smiles="C#CC(=O)N(C)S"
C 2.010 0.365 0.565 -0.11
C -0.030 -0.896 0.280 -0.50
C -1.497 -0.870 0.176 -0.05
C -2.692 -1.010 0.184 0.14
H 2.147 0.919 1.488 0.08
H 2.451 -0.623 0.671 0.08
H 2.599 0.878 -0.199 0.07
H -0.741 2.119 0.069 -0.12
H -3.766 -0.968 0.241 0.04
N 0.652 0.318 0.003 -0.56
O 0.566 -1.930 0.495 0.09
S 0.091 1.585 -0.842 0.83

20
Properties=species:S:1:pos:R:3:lowdin_charge:R:1 method="wB97M-V/def2-TZVPD" e_homo_ha=-0.34357 e_tot_ha=-328.25298 smiles=NCCCCCO
C 0.558 -1.963 -0.769 -0.31
O 0.144 -3.128 -0.013 -0.09
C 1.310 -0.881 -0.096 -0.21
C 0.609 0.008 0.983 -0.20
C -0.835 0.408 0.595 -0.24
C -0.869 1.390 -0.537 -0.28
N -0.652 2.844 -0.176 -0.02
H -0.359 -1.678 -1.392 0.13
H 1.294 -2.337 -1.579 0.14
H -0.302 -2.747 0.777 0.08
H 1.452 -0.121 -0.912 0.11
H 2.374 -1.226 0.069 0.13
H 1.271 0.851 1.172 0.11
H 0.504 -0.540 1.910 0.09
H -1.378 0.879 1.457 0.12
H -1.355 -0.524 0.260 0.11
H -1.846 1.231 -1.076 0.12
H -0.007 1.077 -1.210 0.10
H -0.390 3.059 0.775 0.04
H -1.522 3.397 -0.239 0.06

62
Properties=species:S:1:pos:R:3:lowdin_charge:R:1 method="wB97M-V/def2-TZVPD" e_homo_ha=-0.02485 e_tot_ha=-4362.01329 total_charge=-2
Ca 2.014 -2.345 -0.277 1.41
S 4.406 -4.743 3.170 0.07
O 3.176 -5.014 2.474 -0.39
O 4.140 -4.493 4.599 -0.45
O 5.195 -5.945 2.865 -0.40
O 4.808 -3.592 2.413 -0.44
S 2.120 -5.481 -3.508 0.13
O 2.660 -6.691 -2.824 -0.44
O 3.057 -4.350 -3.282 -0.52
O 1.777 -5.672 -4.921 -0.45
O 1.009 -5.119 -2.616 -0.49
C -1.792 2.845 -5.108 -0.14
O -2.729 1.829 -4.799 -0.24
P -2.195 0.263 -4.673 0.57
O -1.052 0.016 -3.703 -0.27
O -3.617 -0.431 -4.266 -0.21
C -4.558 -0.643 -5.306 -0.14
O -1.926 -0.208 -6.264 -0.25
C -0.530 -0.400 -6.687 -0.08
H -2.050 3.388 -6.017 0.08
H -0.760 2.567 -5.319 0.08
H -1.784 3.548 -4.275 0.09
H -5.526 -1.094 -5.086 0.08
H -4.182 -1.389 -6.007 0.08
H -4.843 0.287 -5.798 0.08
H 0.191 -0.528 -5.880 0.08
H -0.189 0.526 -7.152 0.07
H -0.371 -1.254 -7.345 0.09
C 5.298 4.892 -0.330 -0.09
O 4.650 4.548 0.912 -0.24
P 3.254 3.699 0.869 0.45
O 3.406 2.288 0.392 -0.26
O 2.798 3.769 2.446 -0.24
C 3.309 2.807 3.401 -0.09
O 2.111 4.576 0.200 -0.19
C 2.068 5.968 0.427 -0.13
H 5.999 4.147 -0.706 0.09
H 5.845 5.827 -0.208 0.08
H 4.515 5.108 -1.056 0.08
H 3.632 3.321 4.306 0.08
H 4.273 2.395 3.103 0.09
H 2.594 2.060 3.744 0.09
H 1.109 6.306 0.820 0.09
H 2.233 6.496 -0.512 0.09
H 2.697 6.378 1.217 0.09
C -1.623 -2.958 5.677 -0.11
O -2.831 -2.637 5.057 -0.26
P -2.911 -1.442 3.947 0.53
O -1.755 -1.413 2.957 -0.27
O -4.380 -1.578 3.239 -0.24
C -4.662 -2.536 2.217 -0.09
O -3.115 -0.122 4.918 -0.22
C -4.006 -0.122 5.995 -0.15
H -1.226 -3.862 5.213 0.11
H -1.845 -3.117 6.732 0.09
H -0.976 -2.090 5.557 0.09
H -3.762 -2.883 1.708 0.09
H -5.303 -2.026 1.497 0.09
H -5.129 -3.390 2.707 0.09
H -4.811 0.600 5.859 0.09
H -3.487 0.170 6.908 0.08
H -4.419 -1.054 6.382 0.09

20
Properties=species:S:1:pos:R:3:lowdin_charge:R:1 method="wB97M-V/def2-TZVPD" e_homo_ha=-0.10950 e_tot_ha=-746.04383 total_charge=-1
C -0.314 1.736 -2.185 -0.15
C -1.343 1.334 -1.151 -0.40
C -0.781 0.587 0.037 -0.75
S 0.260 1.674 1.130 0.23
H 0.259 2.591 -1.848 0.05
H -0.774 1.901 -3.155 0.05
H 0.359 0.889 -2.368 0.07
H -1.932 2.176 -0.801 0.08
H -2.165 0.748 -1.619 0.09
H -0.224 -0.278 -0.275 0.01
H -1.560 0.190 0.701 0.03
H 0.411 -4.152 -2.162 0.03
H 0.114 -4.335 -0.698 0.03
O 0.325 -4.842 -1.493 -0.07
H 1.624 1.346 3.130 -0.09
H 1.536 2.716 3.691 0.00
O 1.815 1.827 3.960 -0.16
H 0.273 -1.471 1.513 0.00
H 1.526 -2.340 1.683 0.03
O 0.593 -2.298 1.911 -0.08

17
Properties=species:S:1:pos:R:3:lowdin_charge:R:1 method="wB97M-V/def2-TZVPD" e_homo_ha=-0.57153 e_tot_ha=-475.43002 total_charge=+1 smiles="C[N+]1(O)C(=O)CCC1=O"
C -1.289 -0.293 0.062 -0.37
C 1.213 -0.258 -0.054 -0.35
C -0.773 -1.656 -0.089 -0.03
C 0.760 -1.601 0.301 -0.01
C -0.006 1.795 0.569 0.05
N -0.092 0.588 -0.332 -0.15
O -2.315 0.149 0.341 0.27
O 2.167 0.385 0.008 0.24
O -0.173 0.908 -1.744 0.10
H -1.375 -2.557 0.188 0.17
H -0.877 -1.711 -1.158 0.14
H 1.478 -2.319 -0.183 0.17
H 0.885 -1.537 1.497 0.21
H 0.010 1.537 1.696 0.16
H 1.001 2.223 0.453 0.11
H -0.770 2.525 0.406 0.11
H 0.156 1.823 -1.961 0.17

| no. | orbital gap (eV) |
| --- | --- |
| 1 | 9.803 |
| 2 | 10.263 |
| 3 | 2.874 |
| 4 | 6.066 |
| 5 | 10.813 |